Here is 8 unconnected molecules or ions with the total composition C34H74BrN8O8 in a non-equilibrium geometry from the Open Molecules 2025 dataset. Energies are from ωB97M-V with the def2-TZVPD basis set.

Last column: Löwdin charge in e.
Positions of all 125 atoms, in Å:
C 6.458 0.521 -1.440  -0.13
C 5.061 -0.073 -1.620  -0.27
C 4.785 -1.224 -0.651  -0.23
C 3.296 -1.601 -0.595  -0.20
C 2.573 -1.092 0.666  -0.22
C 1.146 -0.598 0.427  -0.21
C 0.475 -0.162 1.730  -0.22
C -1.044 0.030 1.623  -0.24
C -1.623 1.180 0.782  -0.34
C -1.749 0.848 -0.694  -0.29
N -3.049 1.268 -1.306  -0.14
C -4.065 0.210 -1.258  -0.15
C -0.780 2.447 0.900  -0.27
C -0.650 3.007 2.272  -0.77
O 0.334 3.437 2.831  -0.04
Br -2.331 3.060 3.310  0.59
H 7.175 -0.259 -1.174  0.06
H 6.473 1.259 -0.635  0.07
H 6.823 0.996 -2.352  0.06
H 4.961 -0.450 -2.642  0.10
H 4.310 0.701 -1.474  0.11
H 5.124 -0.931 0.347  0.10
H 5.403 -2.080 -0.938  0.10
H 3.215 -2.688 -0.614  0.10
H 2.793 -1.173 -1.464  0.10
H 2.534 -1.896 1.403  0.09
H 3.146 -0.281 1.127  0.11
H 0.544 -1.387 -0.032  0.11
H 1.187 0.235 -0.284  0.11
H 0.666 -0.965 2.455  0.10
H 0.985 0.720 2.128  0.10
H -1.427 -0.914 1.217  0.09
H -1.458 0.084 2.640  0.07
H -0.958 1.323 -1.301  0.09
H -1.662 -0.231 -0.846  0.08
H -3.366 1.963 -0.636  0.07
H -3.644 -0.745 -1.572  0.05
H -4.535 0.117 -0.273  0.08
H -4.836 0.481 -1.973  0.03
H 0.256 2.396 0.518  0.11
H -1.290 3.235 0.330  0.12
C -1.699 -5.856 -1.398  -0.02
C -2.177 -4.544 -0.806  -0.56
O -1.769 -4.148 0.269  0.04
N -3.086 -3.846 -1.533  0.02
C -3.667 -4.199 -2.814  -0.09
H -0.987 -6.293 -0.706  0.07
H -2.533 -6.545 -1.542  0.08
H -1.210 -5.696 -2.360  0.08
H -3.389 -2.981 -1.109  0.12
H -3.430 -3.424 -3.549  0.08
H -4.748 -4.286 -2.731  0.07
H -3.279 -5.148 -3.164  0.06
C 2.572 5.249 1.015  0.00
C 3.157 5.107 -0.371  -0.55
O 3.039 4.096 -1.036  0.04
N 3.830 6.188 -0.864  0.00
C 4.053 7.462 -0.211  -0.09
H 2.062 4.331 1.294  0.06
H 3.361 5.448 1.743  0.08
H 1.853 6.070 1.042  0.08
H 4.195 6.053 -1.793  0.13
H 3.619 8.283 -0.783  0.07
H 5.122 7.654 -0.085  0.08
H 3.593 7.445 0.771  0.05
C 3.725 -3.347 4.759  -0.01
C 4.359 -2.173 4.054  -0.54
O 4.607 -2.191 2.862  0.03
N 4.636 -1.066 4.799  0.01
C 4.393 -0.855 6.209  -0.09
H 3.553 -4.130 4.031  0.07
H 4.374 -3.738 5.543  0.08
H 2.769 -3.068 5.203  0.09
H 5.039 -0.314 4.265  0.14
H 3.712 -0.016 6.364  0.08
H 5.326 -0.644 6.738  0.08
H 3.946 -1.741 6.647  0.07
C -7.544 -7.802 -4.507  -0.01
C -6.526 -6.688 -4.397  -0.55
O -5.913 -6.474 -3.368  0.04
N -6.320 -5.919 -5.500  0.01
C -6.955 -6.020 -6.798  -0.08
H -7.588 -8.310 -3.550  0.08
H -8.531 -7.406 -4.746  0.08
H -7.258 -8.518 -5.279  0.08
H -5.638 -5.191 -5.362  0.14
H -6.214 -6.202 -7.579  0.08
H -7.489 -5.100 -7.041  0.08
H -7.666 -6.839 -6.805  0.07
C -7.748 3.710 -2.624  -0.02
C -6.682 2.651 -2.804  -0.55
O -6.940 1.460 -2.773  0.02
N -5.401 3.069 -2.963  0.02
C -4.897 4.424 -3.002  -0.08
H -8.701 3.207 -2.494  0.08
H -7.544 4.321 -1.745  0.08
H -7.804 4.362 -3.497  0.08
H -4.723 2.318 -3.004  0.11
H -4.372 4.615 -3.941  0.08
H -4.197 4.593 -2.181  0.08
H -5.712 5.134 -2.914  0.06
C 0.319 11.425 0.207  -0.01
C 1.563 10.575 0.321  -0.55
O 2.370 10.489 -0.590  0.03
N 1.746 9.892 1.481  0.01
C 0.891 9.856 2.652  -0.07
H 0.321 11.893 -0.772  0.08
H -0.580 10.816 0.308  0.08
H 0.304 12.200 0.974  0.08
H 2.590 9.343 1.495  0.12
H 1.425 10.218 3.532  0.08
H 0.551 8.839 2.850  0.09
H 0.019 10.484 2.499  0.07
C 5.059 -6.791 3.478  -0.01
C 3.894 -7.098 4.392  -0.55
O 3.688 -6.457 5.407  0.03
N 3.063 -8.111 4.027  0.01
C 3.141 -8.957 2.854  -0.08
H 5.611 -5.959 3.902  0.08
H 5.722 -7.652 3.387  0.08
H 4.711 -6.509 2.483  0.09
H 2.300 -8.255 4.669  0.14
H 2.245 -8.849 2.240  0.08
H 3.238 -10.007 3.139  0.08
H 4.001 -8.684 2.253  0.07

The calculation puts the HOMO-LUMO gap at 0.136 Ha. The calculation puts the molar mass at 802.918 u. As for the net charge: -1. The highest occupied orbital energy comes out at -1.742 eV.